{
  "formula": "C32H26F3N5O4STi",
  "method": "ωB97M-V with the def2-TZVPD basis set",
  "spin_multiplicity": 2,
  "homo_lumo_gap_ev": [6.8948, 7.7354],
  "de_lowest_kj_mol": 0.0,
  "e_homo_ev": [-9.85, -10.65],
  "charge": 1,
  "max_force_ev_per_a": 2.1,
  "symbols": ["Ti", "O", "N", "C", "C", "C", "C", "C", "S", "H", "H", "H", "H", "C", "O", "C", "C", "C", "C", "C", "C", "O", "C", "O", "C", "H", "H", "H", "H", "H", "H", "H", "H", "H", "N", "C", "C", "C", "C", "C", "C", "N", "C", "C", "C", "C", "N", "C", "C", "H", "H", "H", "H", "H", "H", "H", "H", "H", "F", "C", "F", "F", "C", "C", "C", "N", "C", "C", "H", "H", "H", "H"],
  "positions_angstrom": [[1.82134, -0.14736, 0.04309], [1.94656, -0.33001, 1.97760], [3.09925, -0.23382, 2.67355], [2.98527, -0.27649, 4.02059], [4.08768, -0.18168, 4.80835], [5.33638, -0.04163, 4.18784], [5.42032, -0.01433, 2.82170], [4.27481, -0.12180, 2.00962], [4.30388, -0.15642, 0.28964], [1.97437, -0.38404, 4.37905], [3.97702, -0.21547, 5.88189], [6.23557, 0.03905, 4.78669], [6.37065, 0.08362, 2.31530], [1.85889, 6.65117, -0.17146], [1.88336, 6.16961, -1.51862], [1.88167, 4.84560, -1.71499], [1.93220, 4.44939, -3.07708], [1.94014, 3.13072, -3.37811], [1.88931, 2.11963, -2.37031], [1.91139, 0.74358, -2.72046], [1.99377, 0.23510, -4.12016], [1.88086, -0.16172, -1.83199], [1.84182, 2.54891, -1.01341], [1.80188, 1.68917, -0.02398], [1.83982, 3.91447, -0.70131], [1.87222, 7.73212, -0.23454], [2.73563, 6.30479, 0.37409], [0.95160, 6.32515, 0.33561], [1.97211, 5.21125, -3.84342], [1.99629, 2.84723, -4.41986], [1.69148, 0.95672, -4.87148], [1.36865, -0.65285, -4.20855], [3.02500, -0.06618, -4.32566], [1.82116, 4.18792, 0.34121], [-5.35359, 0.82289, 0.67984], [-6.67865, 0.48011, 0.47368], [-7.87551, 1.08773, 0.86008], [-9.03128, 0.44493, 0.48030], [-9.00360, -0.75802, -0.25836], [-7.81365, -1.34010, -0.63446], [-6.62979, -0.69848, -0.25927], [-5.30685, -1.06015, -0.51213], [-4.60029, -0.13703, 0.06513], [-3.12373, -0.13133, 0.08100], [-2.39189, 0.69534, 0.91577], [-1.01442, 0.61822, 0.90511], [-0.34446, -0.22611, 0.11282], [-1.06431, -1.01444, -0.70653], [-2.43691, -1.00403, -0.74986], [-5.01968, 1.65322, 1.13582], [-7.90135, 2.00930, 1.42754], [-9.98782, 0.87216, 0.75551], [-9.93975, -1.22665, -0.53198], [-7.78268, -2.26136, -1.20312], [-2.86851, 1.39152, 1.59328], [-0.41169, 1.24014, 1.55128], [-0.49615, -1.67206, -1.34969], [-2.98411, -1.66151, -1.41289], [3.15466, -7.02092, 0.76609], [2.12448, -6.64187, 0.00756], [1.02432, -7.20437, 0.50205], [2.31927, -7.12705, -1.21855], [2.02196, -5.12773, -0.00784], [2.78416, -4.40096, -0.89596], [2.67754, -3.02368, -0.87981], [1.87259, -2.37263, -0.03863], [1.15066, -3.09154, 0.82596], [1.19034, -4.47225, 0.87316], [3.45379, -4.88421, -1.59342], [3.25620, -2.41246, -1.55619], [0.52680, -2.53460, 1.51087], [0.58158, -5.01143, 1.58534]]
}